The following is a DFT calculation (ωB97M-V/def2-TZVPD) of a 3-piece molecular cluster, C2H11N2O2 overall.

Properties
- Total charge: +1
- Energy above the lowest of the compared OMol25 structures with the same formula, charge and spin: 64.28 kcal/mol
- HOMO energy: -12.174 eV
- Frontier orbital gap: 8.909 eV

Each line ends with the Löwdin charge.
Positions of all 17 atoms, in Å:
C 0.47 0.45 0.02  -0.1171
C 0.89 -0.91 -0.13  -0.1159
N 1.65 -1.40 1.05  0.0667
N -0.20 1.03 -1.01  0.0997
H 0.56 1.08 0.89  0.1289
H 0.65 -1.70 -0.82  0.1038
H 2.46 -2.06 0.83  0.1869
H 2.15 -0.58 1.53  0.1784
H 0.91 -1.91 1.70  0.1196
H -0.41 0.69 -1.91  0.1040
H -0.40 1.99 -1.04  0.0708
H -2.47 4.39 -1.22  0.0595
H -2.65 4.37 -2.75  -0.0102
O -2.05 4.18 -2.09  -0.0365
H -0.75 -3.60 0.83  0.2211
H -0.42 -3.19 2.50  0.0601
O -0.41 -2.85 1.60  -0.1198